No. 1
Molecular formula: C19H24CuN3O3
Method: DFT, ωB97M-V with the def2-TZVPD basis set

XYZ file:
```
50
Properties=species:S:1:pos:R:3
Cu 9.377 6.436 10.657
O 11.099 5.153 10.631
C 11.417 4.594 11.930
C 10.364 4.957 12.972
C 10.347 4.384 14.243
C 9.461 4.794 15.207
C 8.504 5.752 14.861
C 8.587 6.260 13.589
N 9.508 5.895 12.647
H 11.901 5.451 10.186
H 12.351 4.963 12.303
H 11.437 3.527 11.824
H 11.049 3.577 14.482
H 9.413 4.256 16.145
H 7.757 6.076 15.572
H 7.893 7.039 13.288
C 6.812 7.571 10.440
C 5.375 7.572 9.982
N 4.771 6.212 9.942
C 5.172 5.619 11.255
C 6.654 5.286 11.227
N 7.336 6.223 10.319
C 7.004 5.671 8.958
C 5.492 5.471 8.886
H 6.961 7.885 11.505
H 7.426 8.207 9.824
H 5.210 7.963 8.989
H 4.815 8.170 10.678
H 4.626 4.704 11.504
H 4.871 6.357 12.044
H 6.781 4.260 10.852
H 7.139 5.321 12.171
H 7.508 4.745 8.788
H 7.345 6.502 8.331
H 5.188 4.449 8.804
H 5.235 5.885 7.900
O 11.499 8.088 9.617
C 10.751 7.644 8.731
O 9.536 7.165 8.963
C 11.189 7.477 7.309
C 10.315 6.954 6.354
C 10.760 6.666 5.091
C 12.065 6.943 4.749
C 12.929 7.464 5.704
C 12.512 7.765 6.975
H 9.340 6.590 6.675
H 10.035 6.309 4.423
H 12.402 6.587 3.818
H 13.974 7.743 5.424
H 13.211 8.201 7.675
```

Properties
Expectation value of S² = 0.753
2S+1 = 2
E_tot = -2768.643861 Ha
Net charge = +1
Strongest force on any atom = 0.0438 hartree/bohr

No. 2
Molecular formula: C19H24CuN5O2
Method: DFT, ωB97M-V with the def2-TZVPD basis set

XYZ file:
```
51
Properties=species:S:1:pos:R:3
Cu 0.016 0.076 -0.718
C 4.175 -0.340 -0.001
C 2.792 0.084 -0.356
N 1.751 -0.641 -0.195
N 1.779 -1.902 0.328
C 0.524 -2.322 0.383
O -0.500 -1.641 -0.021
C 0.260 -3.662 0.954
C -0.969 -4.268 0.710
C -1.235 -5.525 1.230
C -0.280 -6.170 2.005
C 0.944 -5.563 2.256
C 1.219 -4.311 1.728
C 2.484 1.440 -0.896
C 3.449 2.377 -1.200
C 3.051 3.627 -1.660
C 1.704 3.907 -1.805
C 0.790 2.913 -1.496
N 1.174 1.719 -1.054
H 4.162 -1.366 0.351
H 4.579 0.304 0.784
H 4.839 -0.267 -0.865
H -1.706 -3.748 0.115
H -2.186 -6.001 1.034
H -0.490 -7.149 2.416
H 1.684 -6.065 2.865
H 2.169 -3.829 1.911
H 4.497 2.136 -1.078
H 3.794 4.376 -1.903
H 1.361 4.872 -2.149
H -0.277 3.055 -1.608
C -5.184 0.416 -0.976
N -3.782 0.816 -0.859
C -3.479 1.791 0.197
C -2.770 0.428 -1.654
O -1.605 0.866 -1.374
N -2.900 -0.405 -2.705
C -1.689 -1.000 -3.266
C -4.084 -0.681 -3.524
H -5.679 0.687 -0.049
H -5.282 -0.661 -1.096
H -5.701 0.931 -1.783
H -4.224 1.678 0.979
H -3.515 2.815 -0.180
H -2.501 1.607 0.625
H -0.995 -1.312 -2.490
H -1.186 -0.320 -3.956
H -1.985 -1.896 -3.806
H -4.895 0.004 -3.335
H -4.430 -1.704 -3.375
H -3.800 -0.561 -4.570
```

Properties
Energy relative to the best compared isomer or geometry (same formula, charge and spin) = 25.6 kJ/mol
Expectation value of S² = 0.753
2S+1 = 2
E_tot = -2802.978668 Ha
Net charge = +1
Strongest force on any atom = 0.0107 hartree/bohr

No. 3
Molecular formula: C19H24F16N3O9S3
Method: DFT, ωB97M-V with the def2-TZVPD basis set

XYZ file:
```
74
Properties=species:S:1:pos:R:3
C -5.070 -2.878 -1.330
C -4.919 -2.323 0.081
O -6.186 -2.024 0.655
C -4.007 -1.107 0.178
O -4.654 0.060 -0.335
S -4.052 0.692 -1.684
O -5.037 1.655 -2.076
O -3.807 -0.395 -2.595
N -2.715 1.299 -1.080
S -1.803 2.239 -1.970
O -1.281 1.605 -3.165
O -2.380 3.549 -2.240
C -0.431 2.526 -0.845
C 0.919 2.339 -1.529
C 2.064 2.019 -0.554
C 1.825 0.742 0.269
S 3.089 -0.561 0.174
C 3.118 -1.009 -1.508
N 3.781 -1.989 -2.029
N 3.496 -1.957 -3.395
C 2.684 -0.985 -3.572
O 2.397 -0.328 -2.422
H -5.642 -2.172 -1.936
H -5.585 -3.839 -1.318
H -4.094 -2.964 -1.805
H -4.497 -3.101 0.725
H -6.632 -1.409 0.059
H -3.824 -0.916 1.238
H -3.041 -1.282 -0.295
H -0.568 1.900 0.036
H -0.539 3.556 -0.509
H 1.155 3.260 -2.066
H 0.869 1.551 -2.276
H 2.974 1.937 -1.148
H 2.210 2.880 0.103
H 0.857 0.296 0.047
H 1.849 0.995 1.328
H 2.233 -0.648 -4.488
C 6.231 -4.475 -0.534
C 6.263 -3.499 0.653
C 7.630 -3.016 1.145
F 8.376 -4.040 1.610
F 7.447 -2.141 2.161
F 5.550 -3.996 1.687
F 5.635 -2.384 0.202
O 6.056 -5.856 -0.244
C 7.102 -6.698 -0.006
C 7.027 -7.324 1.393
F 7.064 -6.375 2.345
F 8.096 -8.140 1.567
F 8.298 -6.118 -0.221
F 7.001 -7.731 -0.881
H 5.330 -4.198 -1.082
H 7.070 -4.310 -1.209
H 8.170 -2.511 0.340
H 6.108 -7.904 1.494
C -5.792 5.010 2.029
C -5.270 3.696 2.635
C -4.230 3.801 3.757
F -3.090 4.372 3.326
F -3.932 2.555 4.197
F -4.835 2.870 1.676
F -6.357 3.114 3.236
O -5.250 5.430 0.794
C -4.132 6.218 0.707
C -3.001 5.508 -0.040
F -2.663 4.379 0.606
F -1.912 6.324 -0.063
F -3.735 6.669 1.919
F -4.466 7.311 -0.021
H -6.836 4.801 1.799
H -5.786 5.813 2.768
H -4.627 4.378 4.596
H -3.295 5.257 -1.061
```

Properties
E_tot = -4372.303304 Ha
Net charge = -1
Strongest force on any atom = 0.0160 hartree/bohr

No. 4
Molecular formula: C19H24F3N5O13P
Method: DFT, ωB97M-V with the def2-TZVPD basis set

XYZ file:
```
65
Properties=species:S:1:pos:R:3
C -0.353 -1.698 4.402
C -0.604 -2.447 3.067
C 0.338 -3.606 2.815
O 1.527 -3.249 2.062
N 2.373 -2.483 2.779
C 3.072 -2.723 3.896
N 3.106 -3.890 4.575
P 4.039 -4.102 5.974
O 3.800 -5.431 6.503
O 5.503 -3.835 5.439
O 3.636 -2.956 6.981
N 3.757 -1.641 4.254
C 3.492 -0.741 3.316
N 2.659 -1.206 2.401
C 2.172 -0.503 1.230
C 0.941 0.134 1.281
C 0.553 0.805 0.132
C 1.430 0.792 -0.949
N 2.601 0.170 -0.996
C 2.971 -0.491 0.101
H 0.054 -0.707 4.238
H -1.279 -1.627 4.955
H 0.319 -2.287 5.022
H -1.592 -2.891 3.138
H -0.639 -1.769 2.220
H -0.143 -4.352 2.197
H 0.578 -4.088 3.758
H 2.617 -4.716 4.273
H 6.119 -3.571 6.133
H 4.209 -2.180 6.937
H 3.900 0.250 3.304
H 0.332 0.120 2.170
H -0.381 1.330 0.096
H 1.138 1.332 -1.836
H 3.919 -1.006 0.098
C -1.085 -0.775 -3.837
C -2.555 -0.555 -4.123
O -3.108 -0.472 -2.809
C -2.138 -0.014 -1.993
O -2.320 0.414 -0.893
O -0.929 -0.086 -2.583
F -3.112 -1.596 -4.773
H -0.857 -1.833 -3.701
H -0.425 -0.356 -4.591
H -2.784 0.367 -4.659
C -5.373 3.506 -1.768
C -4.137 2.762 -2.215
O -3.166 3.783 -2.289
C -3.521 4.756 -1.391
O -2.803 5.615 -1.019
O -4.800 4.569 -0.991
F -4.282 2.210 -3.455
H -5.917 3.924 -2.616
H -6.047 2.905 -1.165
H -3.760 2.001 -1.534
C -0.770 3.956 -4.669
C -0.637 3.804 -6.166
O 0.529 2.998 -6.284
C 0.622 2.244 -5.156
O 1.304 1.284 -5.030
O -0.202 2.727 -4.195
F -0.437 4.987 -6.785
H -0.186 4.800 -4.301
H -1.797 4.052 -4.331
H -1.471 3.290 -6.647
```

Properties
E_tot = -2631.123878 Ha
Net charge = +1
Strongest force on any atom = 0.0280 hartree/bohr